Entry 1:
Here is 2 unconnected molecules or ions with the total composition C4H11N2O2 from OMol25. Energies are from ωB97M-V with the def2-TZVPD basis set.

Structure (XYZ):
```
19
Properties=species:S:1:pos:R:3:forces:R:3:nbo_charge:R:1
C 2.568635 0.389849 -0.241996 0.1 0.1 -0.2 -0.712
C 2.661403 0.198485 1.259200 0.1 0.0 0.1 0.656
N 1.494354 -0.059967 1.850878 0.0 -0.2 -0.3 -0.854
O 3.750125 0.275883 1.842295 0.1 -0.1 -0.1 -0.717
H 1.840912 1.157905 -0.489023 -0.1 0.1 0.0 0.225
H 2.236712 -0.531439 -0.721502 -0.1 0.0 0.1 0.223
H 3.538852 0.661071 -0.650243 0.1 0.1 0.1 0.207
H 0.546483 -0.166699 1.249344 0.1 -0.2 0.3 0.461
H 1.604000 -0.431854 2.782094 -0.2 0.2 0.1 0.365
C -3.112197 0.395026 -0.620705 -0.3 -0.1 -0.1 -0.416
N -2.222528 -0.576553 -1.236138 -0.1 0.0 0.0 -0.668
C -0.828664 -0.463496 -0.736002 0.1 -0.1 -0.3 0.128
O -0.705611 -0.354620 0.597631 -0.1 0.0 0.0 -0.918
H -3.075722 0.398827 0.470455 0.2 0.0 0.1 0.186
H -4.147241 0.173661 -0.913636 0.1 0.1 -0.1 0.164
H -2.870791 1.401761 -0.971185 0.0 0.0 0.0 0.172
H -2.557444 -1.498589 -0.981305 0.0 0.0 0.1 0.328
H -0.395998 0.384584 -1.309754 -0.1 0.3 0.1 0.082
H -0.325281 -1.353835 -1.180408 0.0 -0.1 0.1 0.088
```
Positions in Å, forces in eV/Å.

## Properties
net charge: -1
ΔE to the lowest compared entry with this formula, charge and spin: 31.37 kcal/mol
Kohn-Sham gap: 7.992 eV
LUMO: 4.053 eV

---

Entry 2:
Here is a molecular structure, C29H41F5MnP2 from OMol25. Energies are from ωB97M-V with the def2-TZVPD basis set.

Structure (XYZ):
```
78
Properties=species:S:1:pos:R:3:forces:R:3:lowdin_charge:R:1
Mn 0.440182 -0.061977 1.178503 2.3 -1.4 2.5 0.345
C 2.050945 0.467489 2.599350 -0.4 -0.7 -0.4 -0.254
C 0.807922 0.308191 3.307125 0.5 -1.2 0.5 -0.255
C 1.354075 -1.742029 2.356218 0.3 0.9 0.1 -0.223
C 2.363222 -0.793918 1.968328 -0.5 0.5 0.7 -0.243
C 0.402208 -1.066686 3.188476 0.2 0.9 -0.1 -0.244
C 2.956304 1.648096 2.645162 0.2 0.4 -0.2 -0.012
H 2.399041 2.594578 2.664867 0.2 -0.2 0.1 0.077
H 3.616864 1.654748 1.766351 -0.1 0.1 0.3 0.088
H 3.599002 1.626303 3.542582 -0.3 -0.1 -0.3 0.117
C 3.591933 -1.178432 1.240737 0.3 0.2 -0.3 -0.020
H 4.090747 -0.307750 0.797203 0.0 -0.2 0.2 0.088
H 3.337797 -1.901050 0.442333 0.2 0.5 0.5 0.024
H 4.294463 -1.682711 1.925497 -0.2 0.2 -0.1 0.120
C 1.479041 -3.198970 2.126800 -0.4 -0.4 -0.3 0.006
H 2.232488 -3.627246 2.809947 -0.3 0.2 -0.1 0.126
H 1.832895 -3.385263 1.105745 -0.1 0.0 0.3 0.041
H 0.526959 -3.720770 2.278313 0.3 0.0 0.0 0.089
C -0.698084 -1.737148 3.935790 -0.5 -0.2 0.0 -0.011
H -0.370596 -2.021028 4.953188 -0.1 0.2 -0.4 0.118
H -1.004756 -2.659087 3.420902 0.0 0.3 0.2 0.084
H -1.583863 -1.095045 4.040153 0.3 -0.2 0.0 0.080
C 0.164892 1.314918 4.195325 -0.4 0.3 -0.1 0.001
H 0.549929 1.263251 5.225561 0.0 -0.1 -0.3 0.117
H -0.918272 1.146675 4.238708 0.2 0.1 0.1 0.084
H 0.338952 2.333898 3.827836 0.0 -0.2 0.2 0.084
C -1.318253 2.574395 -2.800853 0.4 1.5 0.3 -0.133
C -1.171617 3.596671 -1.926180 0.1 -0.1 -1.8 -0.148
C -2.307178 4.417259 -1.393109 -0.3 0.4 0.0 -0.165
C -3.644984 3.660894 -1.214390 0.0 0.6 -0.2 -0.169
C -3.531456 2.256702 -0.692253 -0.7 -0.8 -0.7 -0.110
C -3.597385 1.159371 -1.481594 -0.8 1.2 0.7 -0.153
C -3.504849 1.205472 -2.971234 -0.1 -0.1 -0.7 -0.164
C -2.571223 2.297860 -3.566572 -0.6 -0.6 -0.3 -0.162
H -2.503872 5.275847 -2.063105 0.2 -0.2 0.3 0.136
H -4.196459 3.705834 -2.164625 0.1 -0.3 0.5 0.112
H -2.018277 4.863866 -0.429730 0.0 -0.1 -0.2 0.114
H -3.156473 3.206960 -3.747221 0.4 -0.1 0.1 0.114
H -0.445422 1.986932 -3.091176 -0.2 0.4 -0.1 0.078
H -0.167355 3.999063 -1.738240 -0.4 -0.5 0.0 0.107
H -2.270550 1.941886 -4.563666 -0.1 0.1 0.2 0.126
H -3.156559 0.222010 -3.316722 -0.1 0.1 0.0 0.109
H -3.823025 0.167409 -1.074471 0.5 0.3 0.0 0.087
H -4.497977 1.339503 -3.439113 0.3 -0.2 0.3 0.136
H -4.251308 4.240735 -0.502658 0.1 -0.2 -0.2 0.126
H -3.502181 2.180518 0.395282 -0.2 -0.1 -0.2 0.094
P 0.902439 1.167880 -0.555945 0.0 -0.7 -0.3 0.896
C 1.924366 1.129934 -2.049690 0.3 0.3 -0.4 -0.198
C 0.695013 2.782833 0.283426 -0.3 0.4 -0.2 -0.196
P -1.512872 -0.706745 0.457002 -0.4 -0.8 -0.5 0.882
C -0.828609 0.473178 -0.854566 -0.4 0.7 -0.1 -0.435
C -2.933565 -0.097994 1.419536 -0.3 0.1 0.2 -0.218
C -1.965153 -2.265396 -0.361969 0.0 -0.3 -0.1 -0.202
H 2.126419 0.081355 -2.331940 -0.2 0.4 0.3 0.052
H 2.888788 1.618967 -1.816635 -0.4 -0.2 0.0 0.072
H 1.479282 1.643818 -2.913880 0.1 -0.1 0.4 0.050
H -0.217000 3.312145 -0.013517 0.5 -0.3 0.0 0.019
H 1.570597 3.401973 0.039998 -0.2 -0.1 0.2 0.085
H 0.610507 2.674431 1.374976 0.4 -0.3 -0.2 0.037
H -2.653561 -2.089979 -1.200782 0.1 -0.1 0.3 0.060
H -2.454313 -2.922869 0.383003 0.2 0.3 -0.4 0.071
H -1.054979 -2.769257 -0.742262 -0.5 0.4 0.3 0.043
H -0.905668 -0.004932 -1.849923 0.2 0.0 0.5 0.090
H -1.461501 1.362776 -0.895076 0.0 -0.4 0.0 -0.003
H -3.264246 -0.919575 2.079733 0.3 0.2 -0.2 0.070
H -3.787474 0.203919 0.806911 0.2 -0.2 0.2 0.030
H -2.635107 0.753748 2.052868 0.0 -0.4 -0.2 0.059
F 4.542976 -4.586392 0.190110 -1.2 0.3 -1.7 0.151
C 3.698149 -4.351188 -0.851130 1.1 -0.9 0.5 -0.135
C 2.797525 -3.327914 -0.799137 -2.3 1.6 -0.8 0.050
C 1.923441 -3.127675 -1.837271 1.5 -0.5 1.2 -0.204
F 0.985671 -2.129124 -1.813026 0.2 -0.3 -0.1 0.029
C 1.961336 -3.941300 -2.978278 -2.1 1.6 -1.2 -0.051
F 1.103997 -3.706708 -3.994725 1.4 -0.7 1.3 0.170
C 2.890846 -4.978078 -3.051779 1.8 -2.0 -0.2 -0.081
F 2.938730 -5.757531 -4.148242 -0.1 0.9 1.2 0.161
C 3.764869 -5.196317 -1.983110 0.5 -1.7 -1.4 -0.074
F 4.651208 -6.206204 -2.044049 -0.9 1.0 0.0 0.156
```
Positions in Å, forces in eV/Å.

## Properties
net charge: +2
ΔE to the lowest compared entry with this formula, charge and spin: 47.01 kcal/mol
2S+1: 4
Kohn-Sham gap (spin up / spin down): 6.009 / 4.792 eV
expectation value of S²: 4.0888
LUMO (spin up / spin down): -7.677 / -9.156 eV

---

Entry 3:
Here is C3HClF2 in the gas phase from OMol25. Energies are from ωB97M-V with the def2-TZVPD basis set.

Structure (XYZ):
```
7
Properties=species:S:1:pos:R:3:forces:R:3:nbo_charge:R:1
C -0.091292 -0.509672 -0.351734 -1.3 1.9 0.9 -0.553
C -1.498185 -0.192172 -0.661357 1.1 -0.9 0.3 -0.054
C 0.767090 0.077901 0.529982 0.6 -2.2 -1.7 0.846
F 1.954433 -0.511994 0.779884 -1.1 0.7 0.0 -0.302
F 0.626341 1.135402 1.240592 -0.3 0.4 0.2 -0.260
Cl -1.856804 1.424169 -0.699284 -0.2 1.2 0.2 0.064
H 0.098417 -1.423633 -0.838082 1.1 -1.1 0.0 0.258
```
Positions in Å, forces in eV/Å.

## Properties
net charge: 0
ΔE to the lowest compared entry with this formula, charge and spin: 42.37 kcal/mol
Kohn-Sham gap: 7.813 eV
LUMO: -0.979 eV

---

Entry 4:
Here is a molecular structure, C26H26CuIN2O2Si from OMol25. Energies are from ωB97M-V with the def2-TZVPD basis set.

Structure (XYZ):
```
59
Properties=species:S:1:pos:R:3:forces:R:3:nbo_charge:R:1
Cu -0.751587 0.256333 0.255671 0.1 0.1 -0.1 1.194
N -0.779938 -2.213204 2.589047 0.0 0.0 0.0 -0.796
C 0.148055 -1.283757 2.935814 0.0 0.0 0.0 0.412
C 1.035900 -1.486829 4.010591 0.0 0.0 0.0 -0.319
C 1.955447 -0.510940 4.307552 0.0 0.0 0.0 -0.149
C 1.994655 0.659890 3.551305 0.0 0.0 0.0 -0.323
C 1.100719 0.775274 2.507802 0.0 0.0 0.0 0.080
N 0.209282 -0.170304 2.196702 0.0 -0.1 0.1 -0.557
H -0.958985 -2.951830 3.244421 0.0 0.0 0.0 0.374
H -1.574724 -1.896146 2.030012 0.0 0.0 0.0 0.441
H 0.980480 -2.402895 4.584924 0.0 0.0 0.0 0.204
H 2.643990 -0.653649 5.132105 0.0 0.0 0.0 0.204
H 2.699351 1.451294 3.761986 0.0 0.0 0.0 0.212
H 1.061312 1.655203 1.873112 0.0 0.0 0.0 0.233
O -0.613086 2.258572 0.255497 0.1 0.0 0.0 -1.360
Si -0.670969 3.505755 -0.710404 -0.1 0.0 -0.1 1.937
C -1.730567 3.192328 -2.252508 0.0 -0.1 0.0 -0.502
C -2.424975 4.188909 -2.941324 0.0 0.0 0.0 -0.200
C -3.166396 3.901559 -4.080841 0.0 0.0 0.0 -0.232
C -3.229105 2.599711 -4.557824 0.0 0.0 0.0 -0.228
C -2.545209 1.591329 -3.891788 0.0 0.0 0.0 -0.228
C -1.806482 1.888998 -2.754850 0.0 0.0 0.0 -0.136
C -1.396464 5.057450 0.108071 0.0 0.0 0.0 -0.399
C -0.590695 6.067198 0.638179 0.0 0.0 0.0 -0.227
C -1.136377 7.165201 1.292845 0.0 0.0 0.0 -0.217
C -2.512166 7.277401 1.431488 0.0 0.0 0.0 -0.228
C -3.335703 6.286342 0.913170 0.0 0.0 0.0 -0.230
C -2.780100 5.194280 0.261404 0.0 0.0 0.0 -0.211
C 1.043225 4.001854 -1.339451 0.0 0.0 0.0 -0.501
C 1.268321 5.119424 -2.146805 0.0 0.0 0.0 -0.133
C 2.538635 5.432656 -2.609093 0.0 0.0 0.0 -0.252
C 3.617604 4.623510 -2.273839 0.0 0.0 0.0 -0.228
C 3.416398 3.504144 -1.479008 0.0 0.0 0.0 -0.214
C 2.140364 3.201083 -1.018436 0.0 0.0 0.0 -0.190
H -2.397955 5.210236 -2.574205 0.0 0.0 0.0 0.207
H -3.700763 4.692878 -4.593922 0.0 0.0 0.0 0.199
H -3.811061 2.371392 -5.442932 0.0 0.0 0.0 0.199
H -2.588496 0.571733 -4.255783 0.0 0.0 0.0 0.206
H -1.276072 1.092592 -2.241438 0.0 0.0 0.0 0.211
H 0.486762 5.995492 0.535722 0.0 0.0 0.0 0.213
H -0.486729 7.933808 1.695229 0.0 0.0 0.0 0.199
H -2.941691 8.132180 1.940410 0.0 0.0 0.0 0.199
H -4.411499 6.365361 1.017753 0.0 0.0 0.0 0.202
H -3.437722 4.430566 -0.141472 0.0 0.0 0.0 0.213
H 0.434634 5.759661 -2.420111 0.0 0.0 0.0 0.196
H 2.690108 6.305262 -3.234065 0.0 0.0 0.0 0.199
H 4.610306 4.862649 -2.636644 0.0 0.0 0.0 0.199
H 4.251991 2.863558 -1.222674 0.0 0.0 0.0 0.202
H 1.976745 2.320358 -0.406872 0.0 0.0 0.0 0.226
I 0.897153 -2.432935 -1.119333 0.0 0.0 0.0 -0.085
C 0.851579 -0.264402 -0.861874 0.0 0.1 0.0 -1.074
H 0.923473 0.101625 -1.887207 0.0 0.0 0.0 0.184
H 1.814192 -0.072774 -0.383287 0.0 0.0 0.0 0.180
C -3.563369 1.330605 0.710021 0.0 0.0 -0.1 -0.747
C -2.612043 0.165922 0.865872 0.0 -0.2 0.0 0.232
O -3.023891 -0.862520 1.397282 0.0 0.0 0.0 -0.663
H -4.546420 1.094281 1.124160 0.0 0.0 0.0 0.198
H -3.642913 1.580711 -0.352333 0.0 0.0 0.0 0.230
H -3.120932 2.202416 1.195477 0.0 0.0 0.0 0.245
```
Positions in Å, forces in eV/Å.

## Properties
net charge: -1
ΔE to the lowest compared entry with this formula, charge and spin: 0.00 kcal/mol
2S+1: 2
Kohn-Sham gap (spin up / spin down): 7.203 / 6.799 eV
expectation value of S²: 0.7573
LUMO (spin up / spin down): 2.712 / 2.629 eV

---

Copy entry 1 word for word.
Here is 2 unconnected molecules or ions with the total composition C4H11N2O2 from OMol25. Energies are from ωB97M-V with the def2-TZVPD basis set.

Structure (XYZ):
```
19
Properties=species:S:1:pos:R:3:forces:R:3:nbo_charge:R:1
C 2.568635 0.389849 -0.241996 0.1 0.1 -0.2 -0.712
C 2.661403 0.198485 1.259200 0.1 0.0 0.1 0.656
N 1.494354 -0.059967 1.850878 0.0 -0.2 -0.3 -0.854
O 3.750125 0.275883 1.842295 0.1 -0.1 -0.1 -0.717
H 1.840912 1.157905 -0.489023 -0.1 0.1 0.0 0.225
H 2.236712 -0.531439 -0.721502 -0.1 0.0 0.1 0.223
H 3.538852 0.661071 -0.650243 0.1 0.1 0.1 0.207
H 0.546483 -0.166699 1.249344 0.1 -0.2 0.3 0.461
H 1.604000 -0.431854 2.782094 -0.2 0.2 0.1 0.365
C -3.112197 0.395026 -0.620705 -0.3 -0.1 -0.1 -0.416
N -2.222528 -0.576553 -1.236138 -0.1 0.0 0.0 -0.668
C -0.828664 -0.463496 -0.736002 0.1 -0.1 -0.3 0.128
O -0.705611 -0.354620 0.597631 -0.1 0.0 0.0 -0.918
H -3.075722 0.398827 0.470455 0.2 0.0 0.1 0.186
H -4.147241 0.173661 -0.913636 0.1 0.1 -0.1 0.164
H -2.870791 1.401761 -0.971185 0.0 0.0 0.0 0.172
H -2.557444 -1.498589 -0.981305 0.0 0.0 0.1 0.328
H -0.395998 0.384584 -1.309754 -0.1 0.3 0.1 0.082
H -0.325281 -1.353835 -1.180408 0.0 -0.1 0.1 0.088
```
Positions in Å, forces in eV/Å.

## Properties
net charge: -1
ΔE to the lowest compared entry with this formula, charge and spin: 31.37 kcal/mol
Kohn-Sham gap: 7.992 eV
LUMO: 4.053 eV

---

What is the ΔE to the lowest compared entry with this formula, charge and spin in the third record? 42.37 kcal/mol

---

Which value of ΔE to the lowest compared entry with this formula, charge and spin does entry 3 give? 42.37 kcal/mol

---

Which of these has the lowest ΔE to the lowest compared entry with this formula, charge and spin? C26H26CuIN2O2Si